{
  "formula": "C10H23BeN4O3PS3",
  "method": "wB97M-V/def2-TZVPD",
  "spin_multiplicity": 2,
  "total_charge": -1,
  "homo_ev": [-1.983, -2.074],
  "orbital_gap_ev": [2.75, 2.84],
  "e_above_lowest_kcal_mol": 93.1,
  "total_energy_ev": -65042.7309,
  "species": ["Be", "C", "C", "O", "P", "S", "S", "O", "C", "C", "H", "H", "H", "H", "H", "H", "H", "H", "H", "H", "O", "S", "C", "N", "C", "C", "C", "N", "H", "H", "H", "H", "N", "C", "C", "N", "H", "H", "H", "H", "H", "H", "H", "H", "H"],
  "positions_angstrom": [[-0.105040, -0.002843, -0.112309], [-2.617359, 1.487880, 5.717067], [-1.442415, 1.079447, 4.853679], [-1.637047, 1.595811, 3.533372], [-1.484721, 0.560518, 2.288926], [-1.751891, 1.603178, 0.596116], [0.372424, -0.245305, 2.277993], [-2.640878, -0.437096, 2.688895], [-2.980399, -1.613275, 1.909214], [-4.460095, -1.577881, 1.610236], [-2.487980, 1.125705, 6.739211], [-3.539657, 1.074836, 5.308457], [-2.720657, 2.574499, 5.739154], [-1.341623, -0.005913, 4.833461], [-0.506566, 1.491681, 5.240287], [-2.725018, -2.484745, 2.518139], [-2.358244, -1.626034, 0.989932], [-5.061569, -1.545061, 2.524780], [-4.741468, -2.462933, 1.037615], [-4.700462, -0.688945, 1.024929], [-1.109683, -1.032462, -0.176894], [1.674576, -1.515141, -0.957761], [3.071938, -0.522635, -1.045544], [3.836248, -0.487069, 0.133202], [4.968904, 0.310515, 0.292338], [5.322370, 1.106401, -0.785328], [4.540966, 1.053612, -1.926172], [3.417182, 0.245107, -2.061193], [3.508383, -1.084480, 0.872905], [5.492118, 0.259695, 1.234071], [6.189237, 1.753989, -0.747433], [4.803865, 1.665026, -2.782051], [1.026975, 4.870894, 1.352358], [1.734772, 3.840216, 0.496173], [0.768616, 2.672166, 0.498086], [1.215944, 1.510143, -0.237101], [1.556084, 5.734527, 1.451891], [0.859179, 4.480828, 2.282911], [0.114880, 5.088343, 0.942970], [2.701171, 3.622738, 0.954022], [1.907462, 4.267418, -0.491046], [-0.197643, 2.985257, 0.097114], [0.597584, 2.352677, 1.529092], [2.072516, 1.154123, 0.166030], [1.356164, 1.699436, -1.224100]],
  "forces_ev_per_angstrom": [[-0.4, -1.6, 0.2], [-0.1, 0.0, -0.1], [-0.1, 0.1, 0.1], [-0.1, 0.0, 0.1], [1.3, 0.0, -1.3], [-2.1, 0.2, 1.1], [-0.3, 0.5, 1.0], [-0.3, -0.1, 0.3], [0.1, -0.5, -0.3], [-0.1, 0.2, 0.1], [0.0, 0.0, 0.0], [0.0, 0.0, 0.0], [0.0, 0.0, 0.0], [0.0, 0.0, 0.0], [0.0, 0.0, 0.0], [0.0, 0.1, 0.1], [0.0, 0.2, 0.0], [0.0, -0.1, 0.0], [0.0, 0.0, 0.0], [0.0, 0.0, -0.1], [0.3, 0.7, -0.5], [0.5, 0.3, -0.3], [0.2, -0.4, 0.1], [0.0, 0.1, 0.0], [0.1, 0.2, -0.2], [-0.2, -0.2, 0.3], [-0.2, 0.0, -0.1], [0.2, 0.3, 0.0], [-0.1, 0.0, 0.0], [0.0, 0.0, 0.0], [0.0, 0.0, 0.1], [-0.1, -0.1, -0.1], [0.3, 0.3, 0.0], [0.2, -0.2, 0.0], [0.8, 0.2, -0.6], [-0.7, 0.3, 0.1], [0.0, 0.0, 0.0], [-0.1, -0.1, -0.1], [-0.1, -0.2, 0.1], [-0.1, 0.0, 0.1], [-0.1, 0.1, 0.0], [0.4, 0.3, 0.1], [-0.1, 0.0, 0.0], [0.1, -0.3, -0.1], [0.2, -0.2, -0.1]]
}